--- A ---
{
  "formula": "C20H55N5O5",
  "method": "wB97M-V/def2-TZVPD",
  "smiles": "COC[C@H](C)N.COC[C@H](C)N.COC[C@H](C)N.COC[C@H](C)N.COC[C@H](C)N",
  "total_charge": 0,
  "e_lumo_ev": 0.528,
  "e_homo_ev": -8.86,
  "orbital_gap_ev": 9.3838,
  "symbols": ["C", "O", "C", "C", "C", "N", "H", "H", "H", "H", "H", "H", "H", "H", "H", "H", "H", "C", "O", "C", "C", "C", "N", "H", "H", "H", "H", "H", "H", "H", "H", "H", "H", "H", "C", "O", "C", "C", "C", "N", "H", "H", "H", "H", "H", "H", "H", "H", "H", "H", "H", "C", "O", "C", "C", "C", "N", "H", "H", "H", "H", "H", "H", "H", "H", "H", "H", "H", "C", "O", "C", "C", "C", "N", "H", "H", "H", "H", "H", "H", "H", "H", "H", "H", "H"],
  "positions_angstrom": [[2.89833, -3.38039, -3.45579], [2.69202, -3.44277, -2.06431], [3.87040, -3.45545, -1.29741], [3.54395, -3.64510, 0.16648], [2.83685, -2.43821, 0.79056], [4.74596, -3.97412, 0.93749], [1.97452, -2.99493, -3.88605], [3.16085, -4.35511, -3.87786], [3.71570, -2.69688, -3.72435], [4.55919, -4.24260, -1.64644], [4.45961, -2.53493, -1.46194], [2.84106, -4.47800, 0.26832], [2.31062, -1.88420, 0.01132], [3.55792, -1.74648, 1.23775], [2.12461, -2.71971, 1.56198], [5.16898, -3.14643, 1.33364], [5.44369, -4.46725, 0.39735], [0.58212, 0.44893, 1.60845], [-0.18725, -0.55847, 1.00725], [-0.86648, -0.16216, -0.15680], [-0.15048, -0.62124, -1.42258], [-0.86410, -0.09491, -2.65943], [-0.11170, -2.08308, -1.45203], [1.43711, 0.01479, 2.13002], [0.01339, 1.02844, 2.34640], [0.98712, 1.16186, 0.88011], [-1.89081, -0.54940, -0.14816], [-0.98122, 0.92534, -0.26811], [0.86885, -0.20710, -1.38202], [-0.23922, -0.29775, -3.53345], [-0.91997, 0.99696, -2.63396], [-1.82833, -0.58070, -2.78709], [0.01444, -2.45140, -0.51754], [0.66457, -2.42063, -2.00595], [-2.99959, -0.61245, 8.82168], [-2.92686, -0.35473, 7.45004], [-1.95968, -1.14408, 6.80871], [-1.87379, -0.77901, 5.33037], [-0.66076, -1.44138, 4.71037], [-1.82868, 0.65822, 5.10436], [-3.04990, -1.68892, 9.04765], [-3.91260, -0.21409, 9.26430], [-2.13273, -0.19389, 9.34625], [-0.95885, -1.03430, 7.26715], [-2.18770, -2.21151, 6.96142], [-2.76697, -1.15304, 4.82165], [-0.58204, -2.50765, 4.92744], [0.26663, -0.94905, 5.01671], [-0.70008, -1.36350, 3.62072], [-1.01809, 1.04759, 5.57162], [-2.66167, 1.12226, 5.43551], [-3.63377, 2.27161, 2.00532], [-4.73500, 2.23826, 1.12603], [-4.33611, 1.90592, -0.19051], [-5.56264, 1.54031, -1.01258], [-5.19371, 1.02120, -2.39676], [-6.52357, 2.64644, -1.14261], [-3.21527, 1.29031, 2.24230], [-3.96853, 2.75250, 2.92519], [-2.84427, 2.92121, 1.60272], [-3.86742, 2.79421, -0.64779], [-3.61895, 1.07902, -0.17710], [-6.04196, 0.72641, -0.45778], [-6.13537, 0.77593, -2.88898], [-4.60384, 0.10357, -2.37505], [-4.66042, 1.77080, -2.98333], [-5.97644, 3.47883, -1.36485], [-6.86303, 2.85404, -0.20552], [4.55392, 4.80827, -4.29316], [4.19328, 3.59453, -4.87970], [3.40808, 2.77217, -4.02078], [3.24667, 1.42625, -4.70449], [2.40767, 1.50703, -5.95998], [2.65842, 0.50567, -3.73937], [4.82749, 4.69038, -3.23692], [3.77188, 5.57974, -4.34382], [5.41710, 5.24160, -4.80194], [3.88517, 2.68437, -3.04025], [2.42264, 3.24688, -3.92942], [4.25192, 1.10494, -5.01810], [1.47650, 2.06495, -5.83441], [2.10997, 0.50594, -6.28541], [2.97830, 1.96655, -6.76487], [3.19290, 0.41840, -2.88646], [2.49952, -0.41562, -4.12143]]
}

***

--- B ---
{
  "formula": "C20H55N5O5",
  "method": "wB97M-V/def2-TZVPD",
  "total_charge": 0,
  "e_lumo_ev": 0.643,
  "e_homo_ev": -7.34,
  "orbital_gap_ev": 7.9822,
  "symbols": ["C", "C", "C", "O", "C", "N", "H", "H", "H", "H", "H", "H", "H", "H", "H", "H", "H", "C", "C", "C", "O", "C", "N", "H", "H", "H", "H", "H", "H", "H", "H", "H", "H", "H", "C", "C", "C", "O", "C", "N", "H", "H", "H", "H", "H", "H", "H", "H", "H", "H", "H", "C", "C", "C", "O", "C", "N", "H", "H", "H", "H", "H", "H", "H", "H", "H", "H", "H", "C", "C", "C", "O", "C", "N", "H", "H", "H", "H", "H", "H", "H", "H", "H", "H", "H"],
  "positions_angstrom": [[1.74455, 2.93197, -3.80193], [0.91533, 2.04184, -2.83447], [0.60961, 2.89072, -1.56169], [-0.37317, 2.46255, -0.51869], [-0.11515, 1.31546, 0.25244], [-0.44882, 1.74394, -3.43379], [1.97523, 2.56279, -4.80122], [2.63934, 3.15131, -3.21942], [1.31244, 3.87584, -4.13437], [1.48884, 1.17699, -2.50099], [0.46515, 3.90170, -1.94269], [1.55080, 3.03029, -1.02993], [0.76915, 1.43948, 0.87752], [0.00096, 0.45657, -0.40856], [-0.97840, 0.93461, 0.79819], [-1.10973, 1.48911, -2.71380], [-0.78619, 2.60559, -3.83858], [3.83973, -2.04213, 2.59016], [2.31984, -2.45292, 2.51345], [2.07741, -3.95601, 2.27858], [2.54589, -4.12866, 0.95182], [2.06231, -5.30172, 0.32992], [1.70717, -1.93029, 3.76107], [3.90634, -0.96632, 2.75231], [4.36920, -2.34861, 1.68805], [4.28173, -2.52033, 3.46427], [1.82529, -1.87513, 1.73263], [1.00823, -4.07419, 2.45461], [2.59152, -4.57045, 3.01767], [1.08314, -5.61062, 0.69586], [2.85259, -6.03794, 0.47653], [2.12616, -5.23085, -0.75589], [0.70707, -1.79547, 3.80252], [1.98753, -0.96017, 3.78058], [-4.74853, 3.46253, -4.19394], [-3.50036, 2.64086, -3.71720], [-3.83788, 1.81173, -2.49700], [-2.65234, 1.53874, -1.82027], [-3.03763, 0.59991, -0.79569], [-3.01431, 1.86862, -4.83735], [-5.58014, 2.86366, -4.56525], [-4.39010, 4.12358, -4.98302], [-5.02491, 4.25088, -3.49378], [-2.67356, 3.32566, -3.52862], [-4.26724, 0.86122, -2.81367], [-4.41538, 2.40374, -1.78699], [-3.05409, -0.38837, -1.25518], [-4.00895, 0.83849, -0.36243], [-2.22902, 0.62536, -0.06523], [-2.63177, 0.98931, -4.52021], [-3.71741, 1.74853, -5.55243], [1.55109, -1.61657, -0.85895], [0.49378, -1.78981, 0.27689], [-0.96738, -1.54115, -0.09451], [-1.28238, -0.23373, -0.60906], [-1.59812, -0.27333, -1.95961], [0.68810, -3.10186, 0.88566], [2.23269, -0.78160, -0.69663], [1.04764, -1.45963, -1.81290], [2.17553, -2.50206, -0.97764], [0.95220, -1.05951, 0.94368], [-1.47983, -1.84621, 0.81787], [-1.18765, -2.28478, -0.86041], [-1.98624, 0.70402, -2.24641], [-2.40909, -0.97618, -2.15046], [-0.76583, -0.54743, -2.60789], [1.67664, -3.27564, 0.99816], [0.40446, -3.83405, 0.25041], [0.87575, -0.26603, 1.87399], [1.60126, 0.34171, 3.00417], [0.56852, 0.56007, 4.19956], [-0.44122, 1.50886, 4.02379], [-1.17680, 1.96556, 5.17062], [2.82537, -0.31811, 3.22571], [0.26727, 0.45704, 1.33085], [0.28528, -1.14951, 2.11663], [1.57271, -0.51370, 1.07336], [1.94192, 1.34178, 2.73603], [1.18245, 0.95281, 5.01008], [0.13192, -0.39610, 4.48808], [-1.92366, 2.62534, 4.72904], [-0.50570, 2.43342, 5.89092], [-1.70122, 1.08771, 5.54808], [3.42626, -0.17233, 2.42710], [3.35685, 0.18760, 3.91989]]
}

***

--- C ---
{
  "formula": "C20H55N5O5",
  "method": "wB97M-V/def2-TZVPD",
  "smiles": "COC[C@H](C)N.COC[C@H](C)N.COC[C@H](C)N.COC[C@H](C)N.COC[C@H](C)N",
  "total_charge": 0,
  "e_lumo_ev": 0.623,
  "e_homo_ev": -8.85,
  "orbital_gap_ev": 9.4732,
  "symbols": ["C", "O", "C", "C", "C", "N", "H", "H", "H", "H", "H", "H", "H", "H", "H", "H", "H", "C", "O", "C", "C", "C", "N", "H", "H", "H", "H", "H", "H", "H", "H", "H", "H", "H", "C", "O", "C", "C", "C", "N", "H", "H", "H", "H", "H", "H", "H", "H", "H", "H", "H", "C", "O", "C", "C", "C", "N", "H", "H", "H", "H", "H", "H", "H", "H", "H", "H", "H", "C", "O", "C", "C", "C", "N", "H", "H", "H", "H", "H", "H", "H", "H", "H", "H", "H"],
  "positions_angstrom": [[2.52777, 2.85545, 2.83997], [2.09114, 1.59330, 2.44784], [2.57860, 0.62086, 3.32525], [2.53429, -0.73130, 2.67514], [1.08669, -1.14925, 2.42375], [3.28607, -1.71902, 3.44841], [3.58593, 2.96464, 2.58740], [2.42578, 2.95829, 3.92627], [1.89683, 3.57006, 2.32500], [3.63223, 0.84737, 3.54055], [1.97601, 0.59886, 4.24864], [2.96918, -0.57150, 1.67811], [1.04540, -2.06751, 1.81310], [0.43492, -0.42270, 1.96860], [0.65694, -1.53352, 3.36553], [3.13266, -2.64060, 3.02526], [2.80678, -1.87555, 4.34563], [-1.00832, 4.36139, 4.99619], [-1.83954, 3.30451, 5.17431], [-1.66711, 2.34376, 4.15538], [-2.51840, 1.12778, 4.47216], [-3.99744, 1.48685, 4.46989], [-2.18629, 0.58891, 5.84967], [-0.93281, 4.72017, 3.95751], [0.01684, 4.12857, 5.31836], [-1.38574, 5.20282, 5.57844], [-2.05992, 2.75418, 3.20749], [-0.62462, 2.04639, 3.95454], [-2.30572, 0.30982, 3.78180], [-4.21978, 2.31875, 3.79925], [-4.29524, 1.78788, 5.47281], [-4.58739, 0.64609, 4.10966], [-1.17749, 0.50657, 5.95014], [-2.46695, 1.32172, 6.50467], [-2.29661, -0.96726, -2.42937], [-2.44479, -2.29298, -1.98311], [-3.54539, -2.90715, -2.65367], [-3.18910, -3.43354, -4.00729], [-4.39441, -4.11485, -4.59629], [-2.04859, -4.33577, -3.98787], [-3.10542, -0.35934, -1.97929], [-2.28185, -0.85791, -3.50965], [-1.41109, -0.55789, -1.95670], [-3.89088, -3.74869, -2.03503], [-4.38567, -2.18787, -2.67463], [-2.87616, -2.58990, -4.63422], [-4.17290, -4.55945, -5.56418], [-5.19295, -3.37031, -4.68746], [-4.79845, -4.91154, -3.96311], [-2.23727, -5.04588, -3.26484], [-1.18314, -3.90777, -3.60063], [4.77538, -0.93443, -3.28334], [3.44472, -1.17839, -3.68771], [2.92456, -2.41069, -3.27871], [1.64292, -2.66078, -4.02216], [0.64678, -1.53188, -4.00439], [0.98416, -3.84716, -3.51131], [5.48371, -1.57712, -3.83531], [4.96204, -0.99477, -2.19868], [5.05766, 0.08804, -3.55512], [3.66226, -3.18048, -3.54723], [2.75693, -2.37054, -2.18734], [1.93238, -2.77677, -5.07266], [-0.22993, -1.92576, -4.52720], [0.95625, -0.67258, -4.59679], [0.40169, -1.23114, -2.98769], [0.92240, -3.68397, -2.49969], [1.52989, -4.69976, -3.60217], [2.95777, 1.64699, -1.59392], [1.62526, 1.58556, -1.11012], [0.85965, 2.81499, -1.18173], [-0.50096, 2.46652, -0.59243], [-1.33315, 3.75082, -0.48054], [-0.34310, 1.92615, 0.75093], [3.64718, 2.17949, -0.91020], [3.03294, 2.06983, -2.60384], [3.30559, 0.61227, -1.56947], [1.38875, 3.57908, -0.58322], [0.84144, 3.09319, -2.24917], [-0.97844, 1.81333, -1.32420], [-0.86828, 4.51780, 0.13419], [-2.30739, 3.43029, -0.09974], [-1.54570, 4.19363, -1.45928], [0.33734, 1.17713, 0.70507], [0.07072, 2.62512, 1.35581]]
}

***

Most stable structure, least stable structure: A, B.